[1]
Here is an isolated molecule of C2H3NO2S from the Open Molecules 2025 dataset. Energies are from the ωB97M-V functional and the def2-TZVPD basis.

Output
Frontier orbital gap in eV: 9.68
SMILES: O=C(S)/C=N/O
Multiplicity: 1
HOMO in eV: -10.13
Molar mass in g/mol: 105.12

CARTESIAN COORDINATES (ANGSTROEM)
O -1.409 -1.591 1.452
C -1.055 -0.786 0.596
S -2.300 -0.040 -0.445
C 0.390 -0.372 0.470
N 0.634 0.617 -0.347
O 2.051 0.778 -0.505
H -1.499 0.683 -1.248
H 1.103 -0.833 1.139
H 2.085 1.543 -1.111

---

[2]
Here is a cluster of 3 separate species, C2H3NO2S2 in total from the Open Molecules 2025 dataset. Energies are from the ωB97M-V functional and the def2-TZVPD basis.

Output
Frontier orbital gap in eV: 8.31
Multiplicity: 1
HOMO in eV: -9.07
Molar mass in g/mol: 137.19

CARTESIAN COORDINATES (ANGSTROEM)
C 2.212 -0.298 -2.927
C -1.522 2.300 -0.225
N 2.248 0.812 -3.211
O 1.847 4.798 -2.801
O 0.127 3.290 -3.609
S 0.018 2.269 0.256
S 1.145 3.581 -2.652
H 2.526 -1.390 -2.717
H -1.694 2.698 -1.323
H -2.347 1.677 0.106

---

[3]
Here is the ion C2H3NO3 with charge -1 from the Open Molecules 2025 dataset. Energies are from the ωB97M-V functional and the def2-TZVPD basis.

Output
Frontier orbital gap (alpha / beta) in eV: 8.68 / 6.92
Multiplicity: 2
HOMO (alpha / beta) in eV: -4.59 / -4.56
Molar mass in g/mol: 89.05
Total charge: -1

CARTESIAN COORDINATES (ANGSTROEM)
O 2.231 -0.282 -0.064
C 1.019 0.256 0.103
N -0.080 -0.459 -0.388
C -1.450 -0.057 -0.014
O -1.474 0.967 0.680
O -2.330 -0.811 -0.433
H 0.829 0.482 1.181
H 0.182 -1.374 -0.710
H 1.072 1.277 -0.355

---

[4]
Here is the ion C2H3NO3 with charge -2 from the Open Molecules 2025 dataset. Energies are from the ωB97M-V functional and the def2-TZVPD basis.

Output
Frontier orbital gap in eV: 5.43
SMILES: O=C([O-])CN[O-]
Multiplicity: 1
HOMO in eV: 2.04
Molar mass in g/mol: 89.05
Total charge: -2

CARTESIAN COORDINATES (ANGSTROEM)
O 1.960 -1.385 -0.101
C 1.676 -0.214 0.066
O 2.580 0.652 0.409
C 0.233 0.278 0.096
N -0.648 -0.676 0.604
O -2.041 -0.398 0.282
H 0.330 0.566 -1.021
H 0.201 1.227 0.655
H -0.388 -1.502 0.011

---

[5]
Here is a cluster of 2 separate species, C2H3NO3 in total from the Open Molecules 2025 dataset. Energies are from the ωB97M-V functional and the def2-TZVPD basis.

Output
Frontier orbital gap (alpha / beta) in eV: 8.41 / 8.05
Multiplicity: 1
HOMO (alpha / beta) in eV: -8.59 / -8.40
Molar mass in g/mol: 89.05

CARTESIAN COORDINATES (ANGSTROEM)
C -0.910 0.065 -0.904
C 0.292 0.678 -0.561
N 0.661 -0.355 1.502
O 1.276 0.220 2.310
O 0.279 -1.460 1.449
O 0.429 -0.329 -1.349
H -1.261 -0.645 -0.102
H -1.601 0.268 -1.855
H 0.836 1.559 -0.490

---

[6]
Here is an isolated molecule of C2H3NO3 from the Open Molecules 2025 dataset. Energies are from the ωB97M-V functional and the def2-TZVPD basis.

Output
Frontier orbital gap in eV: 10.01
SMILES: O=CC(=O)NO
Multiplicity: 1
HOMO in eV: -9.65
Molar mass in g/mol: 89.05

CARTESIAN COORDINATES (ANGSTROEM)
O 1.751 -1.030 0.402
C 1.590 -0.096 -0.278
C 0.067 0.567 -0.358
O -0.058 1.549 -1.021
N -0.698 -0.164 0.449
O -2.074 -0.223 0.705
H 2.327 0.300 -0.906
H -0.338 -0.811 1.120
H -2.568 -0.091 -0.112

---

[7]
Here is an isolated molecule of C2H3NO3 from the Open Molecules 2025 dataset. Energies are from the ωB97M-V functional and the def2-TZVPD basis.

Output
Frontier orbital gap in eV: 10.13
SMILES: CC(=O)[N+](=O)[O-]
Multiplicity: 1
HOMO in eV: -10.81
Molar mass in g/mol: 89.05

CARTESIAN COORDINATES (ANGSTROEM)
C 0.172 0.078 -0.027
C 1.327 -0.359 -0.814
O 2.421 0.044 -0.785
N 1.049 -1.717 -1.660
O -0.065 -2.149 -1.621
O 1.990 -2.205 -2.262
H -0.247 -0.578 0.882
H -0.667 0.216 -0.758
H 0.489 0.979 0.412

---

[8]
Here is an isolated molecule of C2H3NO3 from the Open Molecules 2025 dataset. Energies are from the ωB97M-V functional and the def2-TZVPD basis.

Output
Frontier orbital gap in eV: 9.81
SMILES: NOC(=O)C=O
Multiplicity: 1
HOMO in eV: -9.71
Molar mass in g/mol: 89.05

CARTESIAN COORDINATES (ANGSTROEM)
N -1.137 0.995 0.153
O 0.266 0.969 0.208
C 0.722 -0.270 -0.160
O 0.039 -1.212 -0.388
C 2.290 -0.065 -0.354
O 3.000 0.445 0.461
H -1.494 1.863 0.313
H -1.541 0.110 0.580
H 2.475 -0.208 -1.425

---

[9]
Here is the ion C2H3NO3P with charge -1 from the Open Molecules 2025 dataset. Energies are from the ωB97M-V functional and the def2-TZVPD basis.

Output
Frontier orbital gap (alpha / beta) in eV: 7.02 / 7.00
SMILES: C=CN([O-])P(=O)=O
Multiplicity: 1
HOMO (alpha / beta) in eV: -3.84 / -3.61
Molar mass in g/mol: 120.02
Total charge: -1

CARTESIAN COORDINATES (ANGSTROEM)
C -2.061 -0.293 0.164
C -0.831 0.402 0.045
N 0.264 -0.341 -0.428
O 0.296 -1.597 -0.435
P 2.140 0.533 0.269
O 3.186 -0.400 0.686
O 2.570 1.622 -0.659
H -2.964 0.049 0.357
H -2.060 -1.355 0.038
H -0.540 1.379 -0.037

---

[10]
Here is a cluster of 2 separate species, C2H3NO3S in total from the Open Molecules 2025 dataset. Energies are from the ωB97M-V functional and the def2-TZVPD basis.

Output
Frontier orbital gap in eV: 9.86
SMILES: C=S(=O)=O.N=C=O
Multiplicity: 1
HOMO in eV: -10.38
Molar mass in g/mol: 121.12

CARTESIAN COORDINATES (ANGSTROEM)
C 3.137 -0.331 1.622
S 2.139 0.158 0.496
O 0.823 0.595 0.874
O 2.692 0.553 -0.763
H 4.117 -0.429 1.360
H 2.810 -0.864 2.527
N -2.531 -0.105 -0.697
C -3.007 0.940 -0.302
O -3.442 1.993 0.017
H -2.671 -1.005 -0.869

---

[11]
Here is an isolated molecule of C2H3NO4 from the Open Molecules 2025 dataset. Energies are from the ωB97M-V functional and the def2-TZVPD basis.

Output
Frontier orbital gap in eV: 9.80
SMILES: O=C(O)C(=O)NO
Multiplicity: 1
HOMO in eV: -10.83
Molar mass in g/mol: 105.05

CARTESIAN COORDINATES (ANGSTROEM)
O 2.050 -0.891 0.386
C 1.117 -0.064 0.023
O 1.496 1.315 -0.168
C -0.245 -0.185 -0.229
O -0.488 -1.359 -0.348
N -1.219 0.803 -0.082
O -2.525 0.158 0.233
H 2.425 1.321 -0.203
H -0.895 1.543 0.792
H -2.496 -0.783 0.389

---

[12]
Here is a cluster of 2 separate species, C2H3NO4 in total from the Open Molecules 2025 dataset. Energies are from the ωB97M-V functional and the def2-TZVPD basis.

Output
Frontier orbital gap in eV: 10.62
SMILES: O=[N+]([O-])O.C#CO
Multiplicity: 1
HOMO in eV: -10.52
Molar mass in g/mol: 105.05

CARTESIAN COORDINATES (ANGSTROEM)
O -1.052 1.100 2.872
N -0.433 0.531 2.056
O 0.266 -0.397 2.228
O -0.559 1.059 0.797
H -0.248 0.594 0.010
C 1.007 -0.347 -0.667
C 0.488 -0.384 -1.752
O -0.376 -0.456 -2.701
H 1.625 -0.444 0.167
H -0.718 -1.256 -3.010

---

Calculated energy above the lowest of the compared OMol25 structures with the same formula, charge and spin (kcal per mole), listed in the same order as above: 60.7; 61.2; 0.0; 14.5; 180.3; 84.3; 101.4; 86.7; 111.3; 58.7; 98.0; 180.5
Calculated DFT total energy (a.u.), listed in the same order as above: -681.3625; -1079.5233; -358.4928; -358.3355; -358.2423; -358.3953; -358.3681; -358.3915; -699.8084; -756.5826; -433.6074; -433.4760
Calculated F_max (eV/Å), listed in the same order as above: 3.0; 3.6; 1.4; 4.7; 5.9; 4.1; 3.1; 4.9; 6.3; 6.6; 11.0; 3.3